Entry 1:
Entry from the OMol25 dataset: C36H35N3O2PS4Ta as an isolated structure (ωB97M-V/def2-TZVPD).

CARTESIAN COORDINATES (ANGSTROEM)
Ta -0.28 -0.33 0.16
S -0.48 -1.99 -1.60
C -0.29 -1.16 -3.14
C 0.06 -1.91 -4.26
C 0.14 -1.30 -5.50
C -0.15 0.05 -5.65
C -0.50 0.80 -4.54
C -0.56 0.19 -3.29
S -1.06 1.15 -1.89
C 0.16 2.45 -1.94
C 0.35 2.95 -0.56
C 0.67 4.29 -0.38
C 0.99 4.75 0.87
C 1.01 3.84 1.92
C 0.66 2.53 1.68
C 0.73 1.54 2.78
S 1.46 0.00 2.16
C 2.94 0.63 1.44
C 3.93 1.13 2.29
C 5.09 1.65 1.74
C 5.25 1.64 0.35
C 4.26 1.14 -0.47
C 3.08 0.62 0.06
S 1.90 -0.10 -1.03
N 0.30 2.07 0.46
H 0.28 -2.96 -4.14
H 0.41 -1.90 -6.37
H -0.10 0.52 -6.63
H -0.75 1.85 -4.65
H -0.18 3.24 -2.60
H 1.09 2.02 -2.33
H 0.68 4.95 -1.24
H 1.24 5.79 1.04
H 1.30 4.14 2.91
H -0.26 1.28 3.14
H 1.33 1.90 3.62
H 3.80 1.11 3.36
H 5.87 2.03 2.38
H 6.16 2.03 -0.08
H 4.40 1.13 -1.55
C -2.43 -0.26 0.03
C -3.35 0.32 -0.70
C -4.25 0.91 -1.42
C -4.31 0.49 -2.86
C -4.14 -0.84 -3.22
C -4.08 -1.21 -4.56
C -4.19 -0.25 -5.55
C -4.36 1.08 -5.20
C -4.42 1.45 -3.87
C -5.19 1.93 -0.85
C -4.90 2.58 0.34
C -5.83 3.42 0.94
C -7.07 3.61 0.35
C -7.37 2.98 -0.84
C -6.43 2.15 -1.45
H -4.06 -1.59 -2.44
H -3.96 -2.26 -4.82
H -4.15 -0.54 -6.59
H -4.46 1.84 -5.97
H -4.54 2.50 -3.60
H -3.93 2.43 0.80
H -5.58 3.93 1.86
H -7.81 4.24 0.83
H -8.33 3.12 -1.31
H -6.68 1.65 -2.37
N 0.28 -3.92 3.28
C -0.41 -2.71 3.88
P -1.36 -1.86 2.54
O -0.63 -2.39 1.29
O -1.19 -0.37 2.57
C -3.07 -2.43 2.83
N -3.85 -2.62 1.63
H 0.31 -3.77 2.25
H -0.24 -4.78 3.45
H 1.23 -4.04 3.63
H 0.37 -2.04 4.24
H -1.03 -3.02 4.71
H -3.50 -1.63 3.45
H -3.01 -3.32 3.46
H -4.79 -2.27 1.72
H -3.88 -3.59 1.33
H -2.77 -1.19 0.51

As for the frontier orbital gap: 5.868 eV. Its strongest force on any atom is 1.16 eV/A. The net charge is +2. The relative energy (zero: lowest compared OMol25 entry of this formula, charge and spin) comes out at 6.3 kcal per mole. Its multiplicity is 1. The lowest unoccupied orbital energy comes out at -6.00 eV.

***

Entry 2:
Entry from the OMol25 dataset: C31H26HgN4O5 as an isolated structure (ωB97M-V/def2-TZVPD).

CARTESIAN COORDINATES (ANGSTROEM)
Hg -1.73 -0.89 -0.15
C -3.27 0.86 -4.31
C -3.45 2.21 -4.11
C -3.15 2.77 -2.89
C -2.67 1.93 -1.88
N -2.52 0.64 -2.08
C -2.78 0.11 -3.27
C -2.38 2.39 -0.46
C -2.55 3.71 -0.09
C -2.27 4.06 1.25
C -1.78 3.14 2.10
C -1.57 1.78 1.71
N -1.88 1.45 0.43
C -1.08 0.82 2.64
C -0.71 1.09 3.98
C -0.28 0.10 4.78
C -0.18 -1.23 4.30
C -0.54 -1.44 2.99
N -0.95 -0.48 2.16
H -3.55 0.38 -5.23
H -3.87 2.86 -4.87
H -3.32 3.84 -2.68
H -2.57 -0.94 -3.33
H -2.97 4.40 -0.83
H -2.51 5.07 1.57
H -1.59 3.46 3.12
H -0.78 2.13 4.33
H -0.02 0.23 5.81
H 0.02 -2.05 4.98
H -0.43 -2.44 2.57
O 1.06 -1.58 0.39
C 1.81 -0.89 -0.62
C 1.06 -0.92 -2.04
O 1.79 -0.72 -3.00
O -0.15 -1.16 -2.04
C 1.98 0.59 -0.18
C 1.86 1.67 -1.04
C 2.02 2.98 -0.55
C 2.28 3.21 0.80
C 2.39 2.10 1.64
C 2.26 0.82 1.16
C 3.19 -1.60 -0.69
C 4.30 -0.98 -1.27
C 5.53 -1.60 -1.29
C 5.71 -2.87 -0.75
C 4.62 -3.49 -0.12
C 3.37 -2.84 -0.09
H 0.51 -0.93 0.84
H 1.65 1.52 -2.10
H 1.85 3.81 -1.24
H 2.38 4.22 1.18
H 2.53 2.29 2.70
H 2.31 -0.03 1.82
H 4.17 -0.02 -1.76
H 6.33 -1.01 -1.76
H 6.67 -3.34 -0.82
H 4.74 -4.43 0.40
H 2.52 -3.27 0.43
N -1.48 -3.07 -0.66
C -2.53 -3.93 -0.10
C -3.86 -3.22 -0.03
O -4.87 -3.85 0.27
O -3.80 -1.98 -0.21
H -1.42 -3.05 -1.70
H -0.55 -3.37 -0.40
H -2.26 -4.14 0.93
H -2.58 -4.88 -0.65

As for the frontier orbital gap (alpha / beta): 5.421 / 8.228 eV. Its strongest force on any atom is 1.82 eV/A. The net charge is -1. The relative energy (zero: lowest compared OMol25 entry of this formula, charge and spin) comes out at 0.5 kcal per mole. Its multiplicity is 2. The lowest unoccupied orbital energy (alpha / beta) comes out at 2.57 / 2.49 eV.

***

Number 1: molecular weight 881.9 g mol⁻¹. Number 2: molecular weight 735.2 g mol⁻¹.